{
  "formula": "CHBrClNO2",
  "method": "ωB97M-V/def2-TZVPD",
  "symbols": ["C", "N", "O", "O", "Cl", "Br", "H"],
  "positions_angstrom": [[0.956106, -0.044829, -0.062031], [-1.370131, 0.046200, -0.197739], [-1.870425, 0.726813, 0.649177], [-1.810704, -0.606798, -1.054013], [1.200458, -1.590900, 0.727214], [1.553189, 1.570567, 0.983230], [1.341508, -0.101053, -1.045839]],
  "forces_ev_per_a": [[2.888, 0.197, 2.584], [-1.698, 1.304, 1.578], [0.242, -0.140, -0.138], [-0.535, -1.139, -1.535], [-0.404, 1.087, -0.306], [-0.641, -1.717, -1.186], [0.148, 0.409, -0.998]],
  "mulliken_charge": [-0.216, 0.759, -0.381, -0.402, -0.080, -0.066, 0.387],
  "e_above_lowest_kj_mol": 81.7,
  "spin_multiplicity": 3,
  "mol_weight_da": 174.4,
  "fmax_ev_per_a": 3.88,
  "orbital_gap_ev": [8.79, 8.25],
  "e_tot_ev": -89196.8504,
  "homo_energy_ev": [-8.58, -10.95]
}

=====

{
  "formula": "C6H15N2O",
  "method": "ωB97M-V/def2-TZVPD",
  "symbols": ["C", "C", "C", "C", "C", "C", "N", "N", "O", "H", "H", "H", "H", "H", "H", "H", "H", "H", "H", "H", "H", "H", "H", "H"],
  "positions_angstrom": [[-1.145696, -1.137274, 0.454299], [-2.640288, -0.919337, 0.409411], [1.619789, -0.865029, -1.970467], [1.562198, 2.414238, 0.534511], [0.985348, -0.858247, -0.600568], [0.365903, 1.762156, 0.013313], [-0.690272, -1.364721, 1.708634], [-0.361389, -0.966671, -0.602972], [-0.848082, 1.542955, 0.482000], [-3.066909, -1.354102, -0.492710], [-3.074904, 0.007517, 0.438836], [-3.147870, -1.566999, 1.256649], [0.959229, -0.236368, -2.644712], [2.650150, -0.393879, -1.986669], [1.714862, -1.938256, -2.474229], [2.501997, 1.994998, 0.024716], [1.729379, 2.471688, 1.565040], [1.779532, 3.439298, 0.313269], [1.496692, -1.218586, 0.224590], [0.403903, 1.377307, -1.056705], [-1.244157, -1.366992, 2.554014], [0.218938, -1.699796, 1.917253], [-0.807603, -0.802360, -1.493283], [-0.960750, 1.678458, 1.425780]],
  "forces_ev_per_a": [[-1.456, 1.102, 1.047], [-0.520, -4.680, 0.704], [0.335, -0.460, -1.129], [2.138, -0.325, -1.240], [0.746, 0.814, -1.952], [0.987, -1.946, -3.336], [0.656, 0.003, -0.304], [-1.444, -0.841, 1.262], [-0.521, 0.251, 0.461], [0.161, -0.193, -0.265], [-0.199, 2.782, 0.363], [1.128, 1.333, -1.576], [0.816, -0.705, 0.432], [-1.231, -0.619, 0.145], [-0.227, 2.099, 1.140], [-1.445, -0.076, 0.883], [-0.037, -0.789, 1.899], [-0.954, 1.224, -0.839], [0.869, -0.546, 1.447], [-0.039, 1.307, 1.486], [-0.632, 0.045, -0.726], [0.975, -0.105, -0.328], [-0.355, 0.007, 0.040], [0.248, 0.316, 0.387]],
  "mulliken_charge": [0.943, -1.285, -1.123, -1.096, -0.416, 0.198, -0.403, -0.071, -0.409, 0.352, 0.375, 0.356, 0.317, 0.330, 0.297, 0.248, 0.358, 0.380, 0.331, 0.313, 0.231, 0.155, 0.275, 0.344],
  "e_above_lowest_kj_mol": 326.2,
  "mol_weight_da": 131.2,
  "fmax_ev_per_a": 4.76,
  "orbital_gap_ev": [6.34, 8.28],
  "total_charge": 1,
  "e_tot_ev": -11483.0787,
  "homo_energy_ev": [-10.34, -11.07]
}

=====

{
  "formula": "C11H20N2O2",
  "method": "ωB97M-V/def2-TZVPD",
  "symbols": ["C", "C", "C", "N", "C", "C", "C", "O", "C", "O", "C", "N", "C", "C", "C", "H", "H", "H", "H", "H", "H", "H", "H", "H", "H", "H", "H", "H", "H", "H", "H", "H", "H", "H", "H"],
  "positions_angstrom": [[-3.554213, -1.199856, 0.229400], [-2.275001, -0.324801, 0.687714], [-2.565573, 1.184267, 0.751129], [-1.120157, -0.773975, -0.035300], [-1.005832, -0.177290, -1.384006], [0.173710, -0.659353, -2.156761], [1.467474, -0.795324, -1.245117], [1.500819, -2.121783, -0.842380], [0.724878, -2.345612, 0.214214], [0.419443, -3.433100, 0.614400], [0.168403, -0.937554, 0.621879], [1.170214, 0.006907, -0.042554], [2.209731, 0.516264, 0.773286], [2.821735, 1.646097, -0.096437], [3.233379, -0.540092, 1.330057], [-3.260965, -2.175136, 0.572330], [-4.457423, -0.567277, 0.623465], [-3.602273, -1.094492, -0.865749], [-2.040998, -0.746862, 1.596988], [-1.802344, 1.875984, 0.355315], [-2.653313, 1.411421, 1.771499], [-3.448992, 1.609109, 0.156002], [-0.911554, 0.920530, -1.316925], [-1.897860, -0.303289, -1.855560], [0.318296, 0.047610, -2.960330], [0.025650, -1.629807, -2.515293], [2.288168, -0.540682, -1.744854], [0.134854, -0.831834, 1.738252], [1.649273, 0.800494, 1.705714], [3.383916, 2.282228, 0.420447], [3.233418, 1.264793, -1.050087], [1.844588, 2.189207, -0.297050], [3.855788, -0.883176, 0.438464], [2.745668, -1.350677, 1.862143], [3.800044, -0.061270, 2.009115]],
  "forces_ev_per_a": [[0.626, 3.949, 0.141], [-1.458, -0.539, -2.084], [-0.280, 0.957, -1.989], [0.726, 0.021, -1.722], [1.974, 1.194, 2.531], [1.379, 0.683, 0.750], [-5.557, 1.248, 1.880], [1.449, -2.214, -0.258], [-1.366, 0.563, 0.352], [0.438, 0.451, 0.110], [0.845, 0.803, -0.271], [-2.135, -2.165, -0.262], [1.084, -0.925, 1.247], [-4.598, -2.018, -1.058], [-1.568, -0.660, -4.046], [-1.006, -0.591, 0.052], [1.286, -2.102, -0.280], [-0.111, -0.512, 0.329], [-0.026, -0.111, 2.797], [0.405, -0.742, 0.296], [-0.569, 0.701, 1.380], [0.686, -1.245, 1.003], [0.131, -0.132, 0.269], [-2.486, -0.824, -1.624], [0.306, 0.014, -0.414], [-0.346, -1.463, -1.000], [3.564, 0.888, -1.756], [-0.099, 0.065, -1.044], [0.702, 0.870, -0.854], [2.937, 2.415, 1.872], [0.021, 0.291, 0.722], [1.390, -0.160, -0.414], [-0.596, -0.006, 1.395], [-0.134, -0.330, -0.288], [2.386, 1.628, 2.237]],
  "mulliken_charge": [-1.217, -0.041, -1.382, 0.288, -0.925, -1.258, -0.418, -0.434, 0.388, -0.626, -0.512, 0.159, 0.216, -1.291, -1.532, 0.401, 0.369, 0.264, 0.543, 0.335, 0.394, 0.337, 0.260, 0.691, 0.423, 0.506, 0.878, 0.533, 0.374, 0.536, 0.259, 0.297, 0.232, 0.328, 0.628],
  "e_above_lowest_kj_mol": 433.4,
  "smiles": "CC(C)N1CC[C@@H]2OC(=O)[C@H]1N2C(C)C",
  "mol_weight_da": 212.3,
  "fmax_ev_per_a": 6.00,
  "orbital_gap_ev": 9.18,
  "e_tot_ev": -18804.0985,
  "homo_energy_ev": -8.40
}

=====

{
  "formula": "C3H4OS3",
  "method": "ωB97M-V/def2-TZVPD",
  "symbols": ["O", "C", "S", "C", "C", "S", "S", "H", "H", "H", "H"],
  "positions_angstrom": [[-1.368572, 0.092042, 1.515632], [-0.991960, 1.269348, 1.182638], [0.160821, 1.586133, -0.120346], [1.115672, -0.099163, -0.083832], [0.577323, -1.008035, -1.118155], [1.534748, -1.359525, -2.328517], [-1.128082, -1.488641, -1.161948], [-1.569513, 2.094287, 1.571559], [2.197007, 0.149832, -0.360046], [0.973919, -0.441319, 0.869610], [-1.501362, -0.794959, 0.033405]],
  "forces_ev_per_a": [[1.645, 4.044, -0.480], [-1.401, -4.471, -0.313], [0.475, -1.068, 1.118], [0.578, 2.674, -2.224], [-1.601, 0.339, -0.114], [1.080, -0.923, -1.569], [0.414, 0.845, 1.456], [0.195, 0.709, 0.161], [-1.636, -0.282, 0.702], [-0.174, -0.853, 2.562], [0.427, -1.015, -1.299]],
  "mulliken_charge": [-0.557, 0.076, 0.023, -0.940, 0.468, -0.287, -0.191, 0.365, 0.380, 0.420, 0.241],
  "e_above_lowest_kj_mol": 113.7,
  "smiles": "O=CSCC(=S)S",
  "mol_weight_da": 152.3,
  "fmax_ev_per_a": 4.70,
  "orbital_gap_ev": 8.33,
  "e_tot_ev": -37727.5440,
  "homo_energy_ev": -8.86
}

=====

{
  "formula": "C26H27AlBBrN12",
  "method": "ωB97M-V/def2-TZVPD",
  "symbols": ["Al", "C", "C", "N", "N", "C", "B", "N", "C", "C", "C", "N", "N", "C", "C", "C", "N", "H", "H", "H", "H", "H", "H", "H", "H", "H", "H", "C", "C", "C", "C", "C", "Br", "N", "C", "H", "H", "H", "H", "H", "H", "C", "C", "N", "C", "C", "N", "C", "N", "N", "N", "C", "C", "C", "C", "C", "C", "H", "H", "H", "H", "H", "H", "H", "H", "H", "H", "H"],
  "positions_angstrom": [[-1.162096, 0.096025, 1.463823], [-2.586668, -1.212275, -2.223769], [-1.747360, -0.371504, -1.512154], [-1.963744, -0.506012, -0.196483], [-2.928949, -1.459271, -0.047763], [-3.317792, -1.883247, -1.252856], [-3.489541, -1.806658, 1.377915], [-3.902068, -0.463940, 2.016920], [-5.116445, 0.004795, 2.324218], [-4.996554, 1.334616, 2.690021], [-3.642030, 1.609484, 2.569817], [-2.975960, 0.521865, 2.162827], [-2.313988, -2.370499, 2.216243], [-2.141685, -3.551106, 2.816974], [-0.893328, -3.562758, 3.423430], [-0.351953, -2.317292, 3.143761], [-1.210995, -1.597665, 2.410764], [-2.668001, -1.321284, -3.291636], [-0.994877, 0.311474, -1.879762], [-4.082989, -2.638009, -1.351407], [-4.395069, -2.577533, 1.307850], [-5.987245, -0.630431, 2.270784], [-5.778095, 2.003782, 3.008277], [-3.122216, 2.531622, 2.781521], [-2.910978, -4.307207, 2.785275], [-0.452424, -4.362121, 3.996012], [0.604643, -1.905995, 3.431191], [-0.876532, 5.150964, -0.811000], [-0.720132, 4.273092, 0.399231], [-0.337340, 4.771555, 1.641766], [-0.188653, 3.928802, 2.736607], [-0.435553, 2.593389, 2.538359], [-0.248837, 1.297503, 3.898451], [-0.813368, 2.079655, 1.361158], [-0.952174, 2.909392, 0.316301], [-0.806109, 6.202813, -0.545666], [-1.837323, 4.984381, -1.298894], [-0.094401, 4.934959, -1.540018], [-0.155622, 5.833569, 1.759968], [0.108893, 4.299608, 3.707696], [-1.282630, 2.459450, -0.612565], [0.446012, -2.485803, -0.281561], [1.194625, -1.279005, 0.177669], [0.724883, -0.232139, 0.864278], [1.808677, 0.619195, 1.072516], [2.917481, 0.071822, 0.536231], [2.511416, -1.120908, -0.027668], [3.409675, -2.045883, -0.756000], [4.257624, -1.344333, -1.646524], [5.413331, -0.782587, -1.165731], [5.984263, -0.149690, -2.107578], [5.207090, -0.253928, -3.252876], [5.412668, 0.262936, -4.533175], [4.450998, -0.008111, -5.479754], [3.310239, -0.777211, -5.170971], [3.097691, -1.295482, -3.911068], [4.081588, -1.014717, -2.961199], [-0.580643, -2.466930, 0.067509], [0.915605, -3.390084, 0.109353], [0.432098, -2.556351, -1.370879], [1.729265, 1.557809, 1.590697], [3.941873, 0.404965, 0.498019], [2.796603, -2.746920, -1.314320], [4.018840, -2.584947, -0.035771], [6.297348, 0.843067, -4.760341], [4.572997, 0.366224, -6.487616], [2.588555, -0.974624, -5.953323], [2.227402, -1.904321, -3.693084]],
  "forces_ev_per_a": [[0.229, 0.040, -0.227], [-0.022, -0.053, -0.010], [0.025, 0.101, 0.000], [-0.141, -0.227, 0.076], [-0.165, 0.176, 0.014], [0.082, -0.013, 0.031], [0.072, 0.039, -0.002], [-0.049, -0.088, -0.095], [0.043, 0.051, 0.032], [0.014, 0.013, 0.053], [0.033, 0.059, 0.077], [-0.128, -0.119, -0.141], [0.009, 0.028, -0.032], [0.055, 0.045, -0.009], [-0.014, -0.023, 0.060], [0.060, -0.020, -0.016], [-0.223, -0.167, -0.104], [0.026, 0.012, 0.037], [-0.031, -0.027, 0.025], [0.019, 0.059, 0.031], [0.058, 0.043, -0.016], [0.075, 0.007, -0.023], [0.046, -0.049, -0.010], [-0.039, -0.034, -0.043], [0.023, 0.058, -0.026], [-0.031, 0.074, -0.026], [-0.030, -0.013, -0.036], [0.009, -0.062, 0.028], [-0.013, 0.091, -0.051], [0.003, 0.054, 0.020], [0.025, 0.112, 0.028], [-0.008, -0.114, -0.151], [0.072, 0.121, 0.131], [0.018, 0.038, 0.231], [-0.115, -0.136, -0.017], [-0.005, 0.002, 0.015], [0.009, -0.007, 0.033], [0.010, 0.011, 0.003], [0.006, -0.035, 0.004], [-0.003, -0.004, -0.033], [0.024, -0.027, 0.018], [0.049, -0.048, 0.101], [0.048, -0.116, 0.091], [-0.107, 0.347, 0.031], [-0.044, -0.069, 0.028], [-0.031, -0.102, -0.055], [0.079, -0.020, -0.136], [-0.072, 0.091, 0.051], [0.004, -0.033, 0.195], [-0.001, -0.038, -0.346], [-0.188, -0.015, 0.052], [0.154, 0.066, 0.044], [0.034, 0.031, -0.080], [0.052, 0.025, 0.003], [0.012, -0.006, 0.031], [-0.031, -0.040, -0.040], [-0.011, 0.022, 0.042], [0.058, -0.035, -0.001], [-0.009, 0.007, -0.009], [0.014, 0.046, 0.008], [-0.025, -0.058, 0.011], [-0.037, -0.029, -0.031], [-0.026, -0.042, 0.018], [0.045, 0.004, 0.063], [-0.034, -0.017, 0.001], [-0.016, -0.015, 0.031], [0.010, 0.005, 0.022], [0.044, 0.026, -0.003]],
  "mulliken_charge": [-1.359, -1.358, -0.087, 0.653, -0.039, -0.079, -0.183, -0.114, -0.092, -1.331, 0.100, 0.392, 0.014, -0.059, -1.368, -0.080, 0.596, 0.473, 0.530, 0.523, -0.025, 0.485, 0.463, 0.490, 0.506, 0.478, 0.613, -1.466, 0.311, -0.513, -0.909, 0.325, 0.082, 0.895, -0.166, 0.388, 0.383, 0.328, 0.429, 0.548, 0.507, -1.229, 1.026, 0.563, -0.578, -0.853, 0.177, -1.296, 0.729, -0.556, -0.504, 0.069, -0.686, -0.555, -0.561, -0.770, 1.529, -0.092, 0.569, 0.239, 0.564, 0.558, 0.678, 0.107, 0.446, 0.393, 0.399, 0.351],
  "mol_weight_da": 625.3,
  "fmax_ev_per_a": 0.36,
  "orbital_gap_ev": 7.43,
  "total_charge": 2,
  "e_tot_ev": -122590.7405,
  "homo_energy_ev": -13.30
}

=====

{
  "formula": "C3H7IN",
  "method": "ωB97M-V/def2-TZVPD",
  "symbols": ["C", "C", "C", "N", "I", "H", "H", "H", "H", "H", "H", "H"],
  "positions_angstrom": [[1.704893, 0.089250, -0.100490], [0.645366, 1.109075, -0.182567], [-1.114342, -0.871651, -0.182518], [-0.187403, 0.007933, 0.449581], [-3.101494, 0.037604, -0.033829], [1.403252, -0.611534, -0.815345], [2.347659, -0.200523, 0.721066], [0.606673, 1.997389, 0.436956], [0.202562, 1.354968, -1.147071], [-1.049046, -1.181836, -1.153622], [-1.193242, -1.692971, 0.548104], [-0.264877, -0.037704, 1.459736]],
  "forces_ev_per_a": [[-3.629, -0.389, 1.180], [-1.896, 0.344, 0.950], [-1.779, 0.077, 3.826], [3.311, 1.219, -0.898], [0.371, -0.035, -0.147], [1.214, -1.384, -1.426], [0.196, 0.530, -0.045], [0.506, -0.062, 0.171], [0.482, -0.200, -0.148], [0.968, -0.450, -2.437], [-0.090, -0.094, -0.959], [0.346, 0.444, -0.068]],
  "mulliken_charge": [-0.277, -0.238, -0.888, -0.168, 0.175, 0.298, 0.332, 0.306, 0.254, 0.457, 0.424, 0.325],
  "e_above_lowest_kj_mol": 309.3,
  "mol_weight_da": 184.0,
  "fmax_ev_per_a": 4.22,
  "orbital_gap_ev": [7.70, 7.70],
  "total_charge": 1,
  "e_tot_ev": -12805.2827,
  "homo_energy_ev": [-13.61, -13.61]
}